11
Properties=species:S:1:pos:R:3:forces:R:3:lowdin_charge:R:1 method="wB97M-V/def2-TZVPD" multiplicity=1 homo_lumo_gap_ev="8.8 / 8.2" homo_ev="-9.9 / -9.6" charge=0 relative_energy_kj_mol=122.22
C -0.78622 0.55076 -0.10669 -1.1 0.9 0.4 -0.20
C -1.34725 -0.74544 -0.14708 -0.6 0.0 -0.4 0.11
C -0.31988 -1.62358 -0.06814 1.2 -0.4 -0.8 -0.33
C -4.62723 0.17219 -0.00670 1.4 -1.1 1.2 -0.23
N 0.50481 0.42558 0.11482 1.3 0.6 -0.7 0.02
N 0.81402 -0.89084 0.05685 -5.5 1.6 0.5 0.06
O -4.87259 -0.20803 1.08319 -0.6 1.0 -1.8 0.13
F -0.13509 -2.93706 -0.29956 -0.8 0.7 0.4 0.09
F -5.26465 0.82945 -0.95660 -0.7 0.0 0.6 0.10
H -1.29845 1.58612 -0.22203 1.2 -2.2 0.5 0.13
H 1.67181 -1.25104 0.03336 4.3 -1.2 0.1 0.11